[1]
Entry from the Open Molecules 2025 dataset: a structure of composition C7H17NO in a non-equilibrium geometry (ωB97M-V/def2-TZVPD).

Geometry as ORCA input:
```
! wB97M-V def2-TZVPD RIJCOSX def2/J DEFGRID3
* xyz 0 1
C -0.74 -0.69 -1.50
H 2.43 -1.49 -0.50
H 2.26 -0.48 -1.96
H -0.10 -1.55 -1.59
H 2.33 2.23 -0.28
N -1.11 -0.39 0.37
C 1.28 0.33 -0.21
H 1.07 2.07 -1.49
H -2.82 -1.59 0.62
C 2.38 -0.45 -0.85
H -1.94 -1.24 2.12
H 0.64 -1.34 0.90
H -1.96 1.19 1.49
H 3.37 -0.02 -0.66
O 0.46 0.30 2.14
C 0.47 -0.27 0.82
H -0.39 0.16 -2.08
C -1.83 -1.47 1.05
H -2.85 0.72 0.01
C 1.32 1.81 -0.45
C -1.86 0.87 0.45
H -1.35 1.63 -0.12
H 0.64 2.35 0.20
H -1.27 -2.40 0.94
H 1.35 0.64 2.29
H -1.79 -0.92 -1.70
*
```

As for the total energy: -11067.496 eV. As for the energy above the lowest of the compared OMol25 structures with the same formula, charge and spin: 130.1 kcal/mol. For the HOMO energy, the calculation gives -5.450 eV. Its gap between HOMO and LUMO is 6.149 eV. The LUMO energy comes out at 0.026 hartree.

natural (NBO) population analysis, charges in e, atoms 1 to 2: C -0.35; H 0.20

---

[2]
Entry from the Open Molecules 2025 dataset: a structure of composition C32H50EuN2OS in a non-equilibrium geometry (ωB97M-V/def2-TZVPD).

Geometry as ORCA input:
```
! wB97M-V def2-TZVPD RIJCOSX def2/J DEFGRID3
* xyz 2 8
H -3.39 3.57 1.27
H -2.37 1.52 0.56
H 6.20 -2.32 -1.25
C -3.19 -2.48 1.85
C -3.25 -2.19 -0.87
H 4.30 -1.93 0.03
C 6.17 1.18 -0.68
H -5.54 1.60 -1.48
H -6.54 -4.19 5.10
H -3.14 4.92 0.12
C -3.27 3.53 -3.37
H -6.14 -1.91 5.58
H 5.75 0.64 2.97
H -3.04 -0.66 3.88
C -3.62 3.95 0.26
C -3.69 -1.54 4.02
C -3.13 2.98 -0.85
H -2.34 2.96 -3.47
C -2.41 -1.47 1.24
H -2.20 -2.80 3.50
C 0.63 -1.87 -3.84
Eu 8.32 -0.18 -2.21
H 7.44 4.00 0.83
C 7.03 2.26 2.14
H 0.98 0.00 -1.05
C -4.05 -3.17 -0.28
H -5.34 -1.16 2.69
H 4.85 1.92 2.07
S -3.17 -1.94 -2.57
H 4.13 -2.56 -2.61
C 0.49 -0.59 -1.81
H 7.81 -0.35 -0.70
H 5.51 2.22 3.68
H 2.75 -2.61 -1.51
C -5.18 -1.23 3.78
H -2.14 3.33 -1.17
C -3.01 1.56 -0.33
C 5.82 -1.29 -1.31
C -2.44 -1.34 -0.09
H 3.12 -0.91 -3.91
H -4.72 4.01 -1.90
H -4.87 -3.95 4.65
C 5.69 1.70 2.73
N -1.63 -0.32 -0.72
H -1.80 -0.85 1.88
H -1.19 -2.76 -4.58
H -7.17 -1.97 4.09
C -5.02 1.96 -2.37
C -4.07 3.15 -2.10
C -0.84 -0.86 -1.79
H -4.58 -4.03 1.60
C -1.43 -1.64 -2.77
H 7.53 2.89 -1.26
H 1.27 -2.25 -4.63
C -0.72 -2.15 -3.81
C 7.31 2.25 -0.39
H 3.98 -0.33 -0.57
H 5.32 1.30 0.00
C 4.34 -1.32 -0.88
C -5.89 -3.66 4.39
H 5.76 1.23 -1.70
H -3.60 -1.81 5.08
C -6.17 -2.16 4.51
C 6.70 -0.30 -0.41
H 2.91 0.09 -2.40
H -3.09 4.61 -3.35
C 1.24 -1.13 -2.86
H 6.69 -0.51 0.66
C -4.00 -3.29 1.06
H -4.00 1.18 -0.03
H -6.15 -4.08 3.41
H 5.78 3.30 0.70
H -3.95 3.37 -4.22
N -3.18 -2.70 3.25
H -5.79 2.33 -3.06
C 2.74 -0.87 -2.89
C 3.46 -1.95 -2.00
C 6.84 3.09 0.84
O -2.45 0.67 -1.31
H -4.67 -3.83 -0.89
H 7.49 2.92 2.88
H 7.69 1.40 2.00
H 5.85 -0.94 -2.39
H -4.49 1.17 -2.91
H 8.25 1.70 -0.13
H -5.33 -0.22 4.18
H -4.70 4.09 0.22
*
```

As for the total energy: -69165.313 eV. For the HOMO energy (spin up / spin down), the calculation gives -10.850 / -10.850 eV. Its gap between HOMO and LUMO (spin up / spin down) is 1.831 / 2.046 eV. The LUMO energy (spin up / spin down) comes out at -0.331 / -0.324 hartree.

Mulliken population analysis, charges in e, atoms 1 to 2: H 0.38; H 0.51

---

[3]
Entry from the Open Molecules 2025 dataset: a structure of composition C42H36N8O5P2PbS3 (ωB97M-V/def2-TZVPD).

Geometry as ORCA input:
```
! wB97M-V def2-TZVPD RIJCOSX def2/J DEFGRID3
* xyz -2 1
O 0.48 3.90 -0.92
S -5.95 2.69 -3.26
C -5.38 -2.08 1.51
H -4.59 -2.12 4.54
C 0.00 -2.44 2.42
S -3.13 2.11 -2.43
C 0.61 -1.89 3.51
C 2.95 -0.67 -1.84
H -2.10 2.30 4.96
N -3.66 -0.82 0.85
N -4.89 -1.40 2.59
H 1.44 4.57 -7.02
H 4.71 1.09 -4.84
H 4.62 -3.51 3.31
P -2.74 0.22 3.29
C 4.22 0.59 -4.00
H 3.40 -1.00 -5.19
C -0.32 -3.34 -1.53
H 0.58 2.32 -6.32
C -4.80 1.87 -2.34
H 0.47 -0.64 5.89
H -2.10 4.05 4.69
H 1.87 6.31 -5.35
C 0.56 2.88 -4.25
H -6.58 0.10 -0.29
C -5.32 -1.56 3.96
H 4.81 2.08 -2.57
H 0.34 -3.25 1.79
N -2.41 1.91 1.05
H -5.46 -0.59 4.43
C 0.80 3.86 -3.31
C -0.02 -0.06 5.11
C 4.20 -0.20 2.78
C 0.78 3.10 -5.60
C 3.62 -2.65 1.63
O -1.30 -4.11 -1.49
C 1.08 -3.98 -1.46
C -1.30 -0.89 3.10
C -1.67 3.11 4.37
C 1.50 5.34 -5.02
H 4.36 0.76 3.24
H 2.56 -6.92 -2.29
N 0.48 1.11 0.87
C 1.22 -5.30 -1.86
H 1.45 5.87 -2.92
O -5.16 0.92 -1.45
C 3.60 -5.15 -1.65
C -6.53 0.62 -1.25
H -0.98 0.29 5.48
P 2.03 -1.51 -0.47
H 3.67 1.02 -0.70
C 3.47 -3.85 -1.21
H 0.31 -5.84 -2.11
C 3.64 0.53 -1.67
H -0.59 3.12 4.51
N -1.98 2.89 2.97
H 4.59 -5.59 -1.75
H -6.89 -0.04 -2.05
C 3.50 -0.57 -4.20
C -2.33 1.73 2.35
C 0.04 1.68 -3.50
H 1.55 -2.08 3.99
Pb -1.23 0.32 -0.80
C 4.28 1.15 -2.73
O -0.30 -2.09 -1.64
C 2.21 -3.25 -1.08
H 5.17 -1.32 4.34
N 0.00 1.99 -2.16
C 1.26 4.35 -5.97
C 0.42 3.28 -1.96
C -4.61 -1.71 0.44
C -3.83 -0.66 2.14
C 2.47 -5.89 -1.96
H -1.49 4.83 2.22
C 1.02 1.70 1.72
C 3.23 -1.48 0.95
H -2.09 3.61 -0.19
S 1.79 2.54 2.92
N -0.24 -0.91 3.96
C 1.27 5.11 -3.67
H 3.09 0.65 1.19
C 4.32 -2.59 2.83
H 2.29 -2.09 -3.31
H 0.61 0.79 4.83
C 4.63 -1.36 3.40
H -7.14 1.52 -1.24
H -6.27 -2.10 3.97
C -2.11 3.22 0.81
C 3.50 -0.27 1.58
C 2.87 -1.20 -3.13
O -0.28 0.62 -3.99
C -1.82 3.84 1.99
H -4.68 -2.03 -0.58
H 3.38 -3.62 1.22
N -1.18 -1.81 2.17
H -6.22 -2.75 1.60
H 4.35 -3.28 -0.96
*
```

As for the total energy: -122632.692 eV. As for the energy above the lowest of the compared OMol25 structures with the same formula, charge and spin: 22.0 kcal/mol. For the HOMO energy, the calculation gives -2.233 eV. Its gap between HOMO and LUMO is 6.092 eV. The LUMO energy comes out at 0.142 hartree.

Mulliken population analysis, charges in e, atoms 1 to 2: O -0.70; S -0.46

---

[4]
Entry from the Open Molecules 2025 dataset: an isolated molecule of C4H8N4 in a non-equilibrium geometry (ωB97M-V/def2-TZVPD).

Geometry as ORCA input:
```
! wB97M-V def2-TZVPD RIJCOSX def2/J DEFGRID3
* xyz 0 1
H 0.71 -1.48 -0.38
H -1.64 -0.10 1.76
N -1.61 0.22 -0.09
H -1.10 0.06 -2.32
N 0.76 -0.08 2.44
H 2.59 -0.44 -1.21
N 1.66 0.22 -1.09
H 0.36 1.52 -0.09
C 0.35 0.39 1.40
C -0.86 -0.42 -1.37
H -1.20 -1.52 -1.34
N -1.11 0.61 1.14
H -2.02 1.10 -0.67
C 0.80 0.60 0.05
H 1.76 -0.13 2.62
C 0.55 -0.53 -0.85
*
```

As for the total energy: -10231.771 eV. The structure (SMILES) is [H]/N=C1/NNC[C@H]2N[C@H]12. As for the energy above the lowest of the compared OMol25 structures with the same formula, charge and spin: 149.2 kcal/mol. For the HOMO energy, the calculation gives -8.576 eV. Its gap between HOMO and LUMO is 9.365 eV. The LUMO energy comes out at 0.029 hartree.

natural (NBO) population analysis, charges in e, atoms 1 to 2: H 0.18; H 0.38

---

[5]
Entry from the Open Molecules 2025 dataset: a cluster of 2 separate species, C4H11INO in total in a non-equilibrium geometry (ωB97M-V/def2-TZVPD).

Geometry as ORCA input:
```
! wB97M-V def2-TZVPD RIJCOSX def2/J DEFGRID3
* xyz -1 1
H 1.18 -0.77 2.20
I -3.18 5.30 -1.02
H 0.52 -1.80 -1.59
O -1.12 -1.62 -0.26
H 0.80 0.40 -0.61
N 0.61 1.59 1.02
H -1.52 0.43 -0.19
C -0.55 -1.62 -1.60
C 0.46 0.25 0.42
H 1.50 2.00 0.77
H 1.49 -1.65 0.76
C -0.98 -0.34 0.36
C 1.50 -0.64 1.17
H -1.01 -2.33 -2.29
H -0.75 -0.66 -2.08
H 2.51 -0.21 1.16
H -1.42 -0.44 1.36
H -0.04 2.10 0.44
*
```

As for the total energy: -15966.068 eV. As for the energy above the lowest of the compared OMol25 structures with the same formula, charge and spin: 20.0 kcal/mol. For the HOMO energy, the calculation gives -3.324 eV. Its gap between HOMO and LUMO is 6.185 eV. The LUMO energy comes out at 0.105 hartree.

natural (NBO) population analysis, charges in e, atoms 1 to 2: H 0.21; I -1.00